Record 1
{
  "formula": "C62H69BGe2O5PdS4",
  "method": "ωB97M-V with the def2-TZVPD basis set",
  "spin_multiplicity": 5,
  "total_charge": 0,
  "relative_energy_kj_mol": 228.7,
  "homo_lumo_gap_ha": [0.292, 0.212],
  "homo_energy_ev": [-7.477, -8.383],
  "elements": ["Pd", "C", "C", "C", "C", "C", "C", "C", "C", "C", "C", "C", "C", "C", "C", "C", "Ge", "S", "S", "Ge", "S", "S", "C", "C", "C", "C", "C", "C", "C", "C", "C", "C", "C", "C", "C", "C", "C", "C", "C", "C", "C", "C", "C", "C", "C", "C", "C", "C", "C", "C", "C", "C", "C", "C", "C", "H", "H", "H", "H", "H", "H", "H", "H", "H", "H", "H", "H", "H", "H", "H", "H", "H", "H", "H", "H", "H", "H", "H", "H", "H", "H", "H", "H", "H", "H", "H", "H", "H", "H", "H", "H", "H", "H", "H", "H", "H", "H", "H", "H", "H", "H", "H", "H", "H", "H", "C", "C", "C", "O", "C", "O", "O", "H", "H", "H", "H", "H", "H", "H", "C", "C", "C", "C", "C", "C", "C", "C", "O", "B", "O", "C", "C", "H", "H", "H", "H", "H", "H", "H", "H", "H", "H", "H", "H"],
  "xyz": [[0.15, -1.63, 1.34], [-6.40, 1.48, -0.39], [-5.11, 2.22, -0.18], [-4.76, 3.29, -1.00], [-3.55, 3.95, -0.85], [-3.22, 5.12, -1.74], [-2.65, 3.52, 0.14], [-3.01, 2.48, 1.00], [-2.10, 1.98, 2.09], [-4.23, 1.84, 0.82], [-1.33, 4.20, 0.24], [-1.28, 5.48, 0.78], [-0.09, 6.18, 0.88], [1.09, 5.57, 0.46], [1.08, 4.28, -0.05], [-0.14, 3.59, -0.18], [-0.10, 1.69, -0.64], [0.67, 0.77, 1.28], [-1.97, 0.66, -1.24], [-0.51, -0.71, -2.25], [-0.11, -2.41, -0.90], [1.20, 0.76, -2.17], [-1.03, -1.41, -4.02], [-1.40, -0.52, -5.04], [-1.89, -1.00, -6.25], [-2.02, -2.36, -6.47], [-1.64, -3.24, -5.48], [-1.16, -2.79, -4.25], [-0.80, -3.86, -3.28], [-1.79, -4.51, -2.55], [-3.24, -4.09, -2.61], [-1.43, -5.51, -1.65], [-0.10, -5.88, -1.48], [0.28, -6.94, -0.48], [0.87, -5.24, -2.24], [0.55, -4.23, -3.13], [1.63, -3.50, -3.86], [-1.25, 0.96, -4.95], [-2.34, 1.78, -4.66], [-3.69, 1.22, -4.29], [-2.18, 3.16, -4.72], [-0.97, 3.74, -5.05], [-0.80, 5.23, -5.09], [0.10, 2.91, -5.35], [-0.02, 1.53, -5.31], [1.15, 0.66, -5.69], [2.37, 3.63, -0.39], [3.15, 3.04, 0.61], [2.81, 3.19, 2.07], [4.31, 2.37, 0.26], [4.75, 2.31, -1.06], [6.00, 1.57, -1.43], [4.01, 2.98, -2.03], [2.83, 3.64, -1.72], [2.04, 4.34, -2.79], [-6.99, 1.93, -1.18], [-7.00, 1.48, 0.53], [-6.21, 0.44, -0.65], [-5.44, 3.61, -1.77], [-4.00, 5.27, -2.48], [-2.27, 4.96, -2.26], [-3.12, 6.04, -1.17], [-1.20, 2.59, 2.20], [-1.81, 0.94, 1.90], [-2.63, 1.98, 3.05], [-4.48, 1.01, 1.47], [-2.20, 5.94, 1.12], [-0.07, 7.18, 1.29], [2.03, 6.10, 0.55], [-2.16, -0.29, -7.02], [-2.41, -2.72, -7.41], [-1.73, -4.31, -5.64], [-3.44, -3.43, -3.45], [-3.51, -3.56, -1.70], [-3.89, -4.96, -2.69], [-2.20, -6.00, -1.07], [-0.59, -7.47, -0.11], [0.80, -6.50, 0.37], [0.96, -7.67, -0.93], [1.91, -5.52, -2.12], [2.56, -4.06, -3.83], [1.83, -2.53, -3.39], [1.37, -3.31, -4.90], [-3.68, 0.14, -4.20], [-4.44, 1.49, -5.04], [-4.02, 1.64, -3.34], [-3.04, 3.79, -4.50], [-1.75, 5.74, -4.93], [-0.40, 5.56, -6.05], [-0.11, 5.57, -4.32], [1.05, 3.35, -5.63], [2.01, 1.27, -5.95], [0.90, 0.03, -6.54], [1.44, 0.00, -4.87], [1.74, 3.31, 2.24], [3.30, 4.07, 2.48], [3.14, 2.32, 2.64], [4.89, 1.87, 1.03], [6.41, 1.04, -0.58], [6.76, 2.25, -1.82], [5.79, 0.84, -2.22], [4.35, 2.97, -3.06], [2.55, 4.26, -3.75], [1.92, 5.40, -2.55], [1.05, 3.91, -2.90], [-2.01, -4.27, 3.76], [-2.18, -3.68, 2.36], [-3.28, -4.38, 1.58], [-0.93, -3.88, 1.68], [-2.54, -2.17, 2.50], [-3.61, -1.89, 3.00], [-1.70, -1.25, 2.10], [-1.87, -5.35, 3.68], [-2.90, -4.06, 4.35], [-1.15, -3.83, 4.25], [-3.06, -5.44, 1.50], [-3.37, -3.95, 0.57], [-4.24, -4.24, 2.08], [-1.11, -4.13, 0.77], [3.16, -3.13, 8.93], [3.63, -1.75, 8.45], [5.04, -1.51, 8.99], [2.71, -0.66, 9.02], [3.59, -1.70, 6.92], [4.72, -1.46, 6.14], [4.68, -1.40, 4.75], [3.46, -1.60, 4.15], [3.13, -1.59, 2.81], [1.76, -1.83, 2.78], [1.24, -2.00, 4.06], [2.32, -1.84, 4.91], [2.35, -1.90, 6.28], [3.18, -3.17, 10.02], [3.80, -3.92, 8.54], [2.14, -3.34, 8.60], [5.02, -1.56, 10.08], [5.43, -0.53, 8.71], [5.74, -2.27, 8.64], [2.74, -0.68, 10.11], [1.68, -0.80, 8.70], [3.03, 0.33, 8.69], [5.67, -1.30, 6.62], [5.57, -1.21, 4.16], [1.44, -2.09, 6.83]]
}

***

Record 2
{
  "formula": "C11H15ClIrNO3STi",
  "method": "ωB97M-V with the def2-TZVPD basis set",
  "spin_multiplicity": 7,
  "total_charge": 0,
  "homo_lumo_gap_ha": [0.213, 0.181],
  "homo_energy_ev": [-5.904, -8.831],
  "elements": ["Ti", "Cl", "C", "C", "H", "H", "H", "H", "H", "H", "Ir", "C", "C", "H", "H", "H", "H", "H", "O", "C", "N", "S", "O", "O", "C", "C", "C", "C", "C", "C", "H", "H", "H", "H"],
  "xyz": [[0.33, -2.36, -2.97], [0.08, -0.40, -2.73], [-1.51, -3.03, -3.23], [1.76, -2.37, -4.34], [-1.52, -3.94, -3.87], [-1.99, -3.31, -2.27], [-2.16, -2.28, -3.73], [1.72, -3.30, -4.96], [2.77, -2.33, -3.89], [1.67, -1.51, -5.04], [0.54, -0.78, -0.74], [2.11, 0.30, 0.09], [1.01, -2.62, -1.29], [2.95, -0.39, 0.31], [2.46, 1.09, -0.61], [1.77, 0.77, 1.04], [2.08, -2.95, -1.25], [0.36, -3.29, -0.68], [-0.05, 2.42, -0.50], [-0.52, 1.80, 0.43], [-0.61, 0.45, 0.43], [-1.16, -0.18, 1.97], [-2.45, -0.86, 1.51], [-0.06, -1.24, 2.18], [-1.10, 1.43, 2.70], [-1.27, 1.74, 4.05], [-1.13, 3.07, 4.45], [-0.82, 4.06, 3.50], [-0.65, 3.73, 2.15], [-0.79, 2.39, 1.76], [-1.49, 0.96, 4.78], [-1.24, 3.33, 5.50], [-0.70, 5.09, 3.82], [-0.38, 4.49, 1.43]]
}

***

Record 3
{
  "formula": "H16O8",
  "method": "ωB97M-V with the def2-TZVPD basis set",
  "spin_multiplicity": 1,
  "total_charge": 0,
  "relative_energy_kj_mol": 87.8,
  "homo_lumo_gap_ha": 0.428,
  "homo_energy_ev": -11.178,
  "elements": ["H", "H", "H", "H", "H", "H", "H", "H", "H", "H", "H", "H", "H", "H", "H", "H", "O", "O", "O", "O", "O", "O", "O", "O"],
  "xyz": [[-0.98, 1.58, -0.78], [-0.63, 2.36, 0.51], [-0.69, -0.28, -1.89], [-0.67, 0.74, -3.08], [1.74, 2.05, 1.70], [1.03, 0.75, 1.59], [-1.82, 0.74, 0.79], [-2.91, -0.23, 1.46], [0.57, -1.26, 1.54], [-0.60, -0.53, 2.23], [-0.39, -2.10, -1.01], [-1.65, -1.38, -0.51], [1.74, -1.21, -0.48], [2.12, -2.62, 0.07], [1.90, 0.84, -0.36], [1.28, 0.36, -1.73], [-1.45, 2.19, -0.03], [-0.39, 0.67, -2.13], [1.13, 1.66, 1.06], [-1.94, -0.21, 1.17], [0.46, -0.59, 2.29], [-1.22, -1.69, -1.32], [1.37, -2.03, -0.03], [1.99, 0.19, -1.06]]
}

***

Record 4
{
  "formula": "C4H10N2O",
  "method": "ωB97M-V with the def2-TZVPD basis set",
  "spin_multiplicity": 1,
  "total_charge": 0,
  "relative_energy_kj_mol": 0.0,
  "homo_lumo_gap_ha": 0.386,
  "homo_energy_ev": -9.630,
  "elements": ["C", "C", "C", "N", "C", "N", "O", "H", "H", "H", "H", "H", "H", "H", "H", "H", "H"],
  "xyz": [[-0.70, -0.02, 0.40], [-1.85, -0.88, -0.11], [-1.01, 1.46, 0.19], [0.53, -0.39, -0.27], [1.75, -0.10, 0.27], [2.77, -0.44, -0.56], [1.95, 0.42, 1.36], [0.52, -0.41, -1.28], [-0.57, -0.20, 1.47], [2.65, -1.31, -1.06], [3.68, -0.34, -0.12], [-2.79, -0.63, 0.41], [-2.01, -0.75, -1.18], [-1.65, -1.94, 0.06], [-1.11, 1.70, -0.87], [-0.21, 2.09, 0.59], [-1.94, 1.75, 0.70]]
}

***

Record 5
{
  "formula": "C3H10NO3",
  "method": "ωB97M-V with the def2-TZVPD basis set",
  "spin_multiplicity": 1,
  "total_charge": 1,
  "relative_energy_kj_mol": 58.8,
  "homo_lumo_gap_ha": 0.448,
  "homo_energy_ev": -15.349,
  "elements": ["O", "C", "C", "N", "C", "O", "H", "H", "H", "H", "H", "H", "H", "H", "H", "H", "O"],
  "xyz": [[0.33, -2.83, -0.99], [0.74, -1.56, -0.89], [0.16, -0.96, 0.37], [0.24, 0.52, 0.30], [0.63, 1.12, 1.61], [1.47, -1.01, -1.65], [0.55, -3.21, -1.85], [0.72, -1.34, 1.22], [-0.87, -1.26, 0.49], [0.96, 0.76, -0.39], [-0.65, 0.95, -0.05], [0.26, 2.15, 1.66], [1.69, 1.16, 1.78], [0.12, 0.62, 2.42], [-1.94, 2.39, -1.26], [-2.40, 1.03, -1.77], [-1.99, 1.46, -1.01]]
}

***

Record 6
{
  "formula": "C32H29BrMgN5O3S",
  "method": "ωB97M-V with the def2-TZVPD basis set",
  "spin_multiplicity": 1,
  "total_charge": 1,
  "relative_energy_kj_mol": 447.9,
  "homo_lumo_gap_ha": 0.275,
  "homo_energy_ev": -9.913,
  "elements": ["Mg", "C", "C", "C", "C", "C", "C", "C", "S", "O", "O", "N", "C", "C", "C", "C", "C", "C", "C", "C", "N", "C", "H", "H", "H", "H", "H", "H", "H", "H", "H", "H", "H", "H", "H", "C", "N", "N", "C", "O", "C", "C", "C", "C", "C", "C", "C", "C", "C", "H", "H", "H", "H", "H", "H", "H", "H", "H", "H", "H", "H", "Br", "C", "C", "C", "C", "N", "C", "H", "H", "H", "H"],
  "xyz": [[0.00, -2.05, -0.53], [4.56, 2.49, -3.81], [4.09, 1.38, -2.93], [2.83, 0.79, -3.11], [2.37, -0.33, -2.44], [3.22, -0.88, -1.55], [4.52, -0.42, -1.39], [4.94, 0.73, -2.03], [2.67, -2.33, -0.66], [1.57, -2.99, -1.38], [3.77, -3.21, -0.47], [1.87, -1.80, 0.57], [2.22, -0.65, 1.28], [3.35, -0.43, 1.96], [3.66, 0.88, 2.40], [3.08, 1.99, 1.82], [1.83, 1.83, 1.02], [1.13, 2.85, 0.53], [-0.16, 2.64, -0.14], [-0.52, 1.20, -0.59], [0.15, 0.10, 0.14], [1.18, 0.47, 1.16], [3.76, 3.00, -4.39], [5.27, 2.03, -4.53], [5.11, 3.24, -3.29], [2.26, 1.19, -3.95], [1.39, -0.66, -2.59], [5.20, -0.90, -0.66], [5.99, 1.05, -1.78], [3.97, -1.28, 2.18], [4.58, 1.06, 3.03], [3.38, 3.02, 2.02], [1.48, 3.91, 0.62], [-0.32, 3.41, -0.92], [-0.57, 1.03, -1.66], [-4.71, 1.91, 0.57], [-3.97, 1.39, -0.55], [-2.90, 0.54, -0.26], [-2.76, -0.41, -1.19], [-1.80, -1.25, -1.17], [-3.87, -0.28, -2.09], [-4.63, 0.78, -1.61], [-6.03, 1.12, -2.11], [-1.68, 1.12, 0.34], [-0.94, 0.09, 1.14], [0.04, 0.47, 2.25], [-0.34, 1.82, 2.89], [-1.10, 2.74, 2.27], [-1.51, 2.56, 0.81], [-5.19, 2.89, 0.23], [-3.91, 2.13, 1.34], [-5.48, 1.26, 0.98], [-4.14, -0.98, -2.85], [-6.04, 1.39, -3.16], [-6.44, 1.90, -1.51], [-6.60, 0.20, -1.95], [-1.48, -0.89, 1.23], [0.15, -0.23, 3.04], [-0.11, 1.96, 3.91], [-1.38, 3.66, 2.82], [-2.26, 3.33, 0.41], [0.15, -5.18, 4.57], [-0.72, -4.82, 2.91], [-1.79, -5.56, 2.47], [-2.40, -5.27, 1.20], [-1.96, -4.11, 0.52], [-0.81, -3.47, 0.91], [-0.19, -3.86, 2.03], [-2.21, -6.36, 3.06], [-3.17, -5.84, 0.82], [-2.44, -3.82, -0.43], [0.74, -3.32, 2.25]]
}

***

no.,electronic energy (eV)
1,-236187.3877
2,-68581.3269
3,-16641.1002
4,-9338.9875
5,-10899.8547
6,-133562.9783